# 1
# C3N2O3

A 2-piece molecular cluster, C3N2O3 overall at a distorted geometry (wB97M-V/def2-TZVPD, the OMol25 dataset).

The geometry in XYZ format:
```
8
Properties=species:S:1:pos:R:3:forces:R:3
C -0.5827 -0.9993 1.0157 2.405 1.483 4.348
C 1.0366 0.9033 0.3660 -0.640 0.662 -4.574
C -0.4606 -0.0829 -1.2603 1.079 -3.165 -0.590
N -1.2836 -1.4093 0.1774 -3.030 -2.559 -2.221
N 0.4100 0.5901 -0.6825 2.812 3.640 2.911
O 0.1512 -0.3046 1.6619 -0.748 -1.027 1.296
O 1.8944 1.4737 0.8874 0.778 -0.029 1.631
O -1.1652 -0.1710 -2.1656 -2.655 0.996 -2.800
```
Positions in Å, forces in eV/Å.

Largest force on an atom = 0.106 hartree/bohr
Frontier orbital gap (alpha / beta) = 5.90 / 6.38 eV
Spin multiplicity = 3
Charge = 0
DFT total energy = -12226.516 eV
Relative energy (zero: lowest compared OMol25 entry of this formula, charge and spin) = 43.3 kcal/mol

***

# 2
# C17H42F2Hg3N3O15S2

C17H42F2Hg3N3O15S2 as an isolated structure at a distorted geometry (wB97M-V/def2-TZVPD, the OMol25 dataset).

The geometry in XYZ format:
```
84
Properties=species:S:1:pos:R:3:forces:R:3
Hg 14.7714 -5.9541 -3.2236 -0.267 -0.342 -0.653
Hg 16.4295 -7.3843 2.7449 1.580 0.485 1.729
Hg 19.0186 -1.3524 0.5364 0.060 -0.052 -0.128
N 15.9907 -5.1012 -6.5838 -3.234 0.222 -2.135
S 15.4580 -4.4843 -8.0902 -8.665 1.313 -5.660
O 15.3948 -5.4126 -9.2293 1.467 0.849 2.941
O 15.5768 -3.0726 -8.4734 0.843 -2.862 1.853
F 13.8252 -4.5298 -7.7199 2.086 -0.051 0.712
S 17.4011 -4.7120 -6.9689 10.599 2.444 1.158
O 17.6998 -3.2287 -6.8435 -0.761 -4.903 -0.141
O 18.0373 -5.4716 -8.0875 -2.023 2.130 3.040
F 18.0913 -5.3610 -5.6085 -0.499 0.546 -1.202
C 17.2132 -4.9376 -0.2618 -2.929 1.793 -1.852
O 16.9940 -4.0393 -1.0539 0.817 1.685 -2.656
O 16.7813 -6.0469 -0.3876 -0.780 -5.880 -1.191
O 17.3884 -4.6033 0.8686 2.820 2.337 6.111
C 11.6544 -4.1834 -0.3500 -0.098 1.082 -1.512
C 12.4021 -2.9266 -0.8432 0.171 0.363 0.610
O 12.7704 -3.0732 -2.1893 0.355 -0.590 -0.572
O 12.3235 -5.4170 -0.7891 -0.158 1.099 0.886
H 10.6862 -4.1180 -0.8465 -0.032 -0.458 -0.215
H 11.3999 -4.0484 0.7012 0.605 -0.638 0.249
H 13.2564 -2.6067 -0.2466 0.573 -0.783 0.334
H 11.8154 -2.0114 -0.7639 -0.978 -0.332 0.210
H 13.0756 -2.2136 -2.4888 0.011 0.043 -0.282
H 12.3488 -6.0118 -0.0361 -0.134 -0.061 0.014
C 22.1409 1.7544 -1.9699 -1.294 -1.265 0.186
C 21.3829 0.9840 -3.1524 0.777 1.522 0.514
O 20.5715 -0.0853 -2.6664 0.203 0.422 0.382
O 21.1723 2.2933 -1.0093 1.274 -1.036 -0.312
H 22.9412 2.4372 -2.2553 -0.757 0.719 -0.774
H 22.7701 1.0533 -1.4216 -0.615 -0.425 0.426
H 22.0330 0.6530 -3.9623 0.543 -0.241 0.415
H 20.8050 1.7671 -3.6433 -0.652 -0.002 0.102
H 20.3067 -0.6239 -3.4156 0.055 0.004 -0.137
H 20.5557 2.9460 -1.3490 0.308 0.133 -0.643
C 14.5381 -6.1861 5.5314 0.169 1.142 1.762
O 15.8299 -5.9276 4.8858 -0.779 -0.950 -1.006
C 16.8798 -5.2325 5.5846 0.929 0.780 -1.000
C 17.9500 -6.1871 6.2540 -3.695 -0.319 0.468
N 18.1848 -7.2732 5.3317 1.998 0.424 -1.409
C 19.4197 -7.0610 4.5514 1.502 -1.151 -0.334
C 19.8636 -8.2931 3.7271 -1.313 -0.242 -1.109
O 18.7357 -8.7766 2.9549 -2.236 2.593 0.940
C 18.8216 -9.8171 2.0397 1.056 -1.309 0.004
H 13.8918 -5.3102 5.4761 0.051 0.083 -0.822
H 14.6655 -6.2344 6.6129 0.447 -0.439 0.094
H 13.9823 -7.0828 5.2575 0.682 -0.022 -0.650
H 16.4048 -4.4699 6.2019 0.142 -0.460 0.736
H 17.3684 -4.6278 4.8206 0.011 -0.117 -0.329
H 17.2770 -6.5916 7.0100 0.525 -0.448 0.563
H 18.8209 -5.7911 6.7763 -0.009 0.496 -0.541
H 18.3050 -8.1480 5.8220 -0.361 -0.321 0.082
H 20.3196 -6.9252 5.1513 -0.069 -0.042 0.917
H 19.5091 -6.1460 3.9659 -1.111 0.018 -0.314
H 20.1652 -9.1675 4.3038 0.247 0.266 0.474
H 20.6331 -8.0181 3.0058 0.288 0.082 0.276
H 19.8153 -9.7860 1.5927 -0.214 -0.150 -0.622
H 17.9921 -9.7695 1.3341 0.350 0.147 -0.133
H 18.7375 -10.7484 2.5999 0.008 -0.279 -0.126
C 19.2463 -10.7512 -4.5081 -1.559 -1.108 -1.542
O 18.1143 -11.5972 -4.1214 0.211 0.207 1.034
C 16.9270 -11.2938 -4.7599 -0.339 0.959 0.244
C 16.5086 -9.7567 -4.3987 -0.325 1.691 -0.664
N 15.0902 -9.2971 -4.4280 1.273 -1.668 -0.711
C 14.3866 -9.6979 -5.6475 -1.492 1.313 -0.181
C 12.8830 -9.1528 -5.5911 -0.975 0.500 0.740
O 12.8024 -7.7817 -5.1099 1.748 -0.982 -1.009
C 11.5480 -7.1562 -5.0031 -0.159 0.726 0.917
H 20.1598 -11.3458 -4.5094 -0.138 0.173 0.683
H 19.2543 -9.8025 -3.9715 0.236 -0.223 0.170
H 19.0096 -10.6030 -5.5617 0.621 0.737 -0.247
H 16.1052 -11.9630 -4.5052 0.309 -0.211 0.677
H 17.0381 -11.4137 -5.8376 0.045 0.529 -0.326
H 16.9949 -9.1198 -5.1377 0.090 -0.173 -0.394
H 16.9308 -9.3360 -3.4861 0.020 -0.957 0.432
H 14.5657 -9.7273 -3.6797 -0.169 0.376 0.648
H 14.5211 -10.7778 -5.7091 -1.034 -0.551 0.271
H 14.8915 -9.4563 -6.5828 0.171 1.052 0.231
H 12.2106 -9.6475 -4.8902 0.619 -0.999 0.485
H 12.2720 -9.2518 -6.4883 0.865 0.027 -0.729
H 11.8543 -6.2626 -4.4592 -0.560 0.366 0.007
H 10.8291 -7.6761 -4.3699 0.100 -0.481 0.098
H 11.0024 -6.8276 -5.8877 0.551 -0.355 -0.561
```
Positions in Å, forces in eV/Å.

Largest force on an atom = 0.213 hartree/bohr
Frontier orbital gap = 1.74 eV
Charge = +3
DFT total energy = -93071.704 eV